Model one:
Molecular formula: C6H13N
Method: DFT, the ωB97M-V functional and the def2-TZVPD basis

Output
Lowest unoccupied orbital energy, hartree: 0.042
SMILES string: CCCC/C=C/N
M, u: 99.18
Gap between HOMO and LUMO, Ha: 0.327

ORCA input file:
```
! wB97M-V def2-TZVPD RIJCOSX def2/J DEFGRID3
* xyz 0 1
C 1.69 2.32 1.58
C 0.44 1.88 0.70
C -0.46 0.75 1.16
C 0.31 -0.57 0.68
N -1.33 -2.18 -2.34
C -0.98 -1.62 -1.12
C 0.20 -0.92 -0.85
H 2.40 3.06 1.10
H 2.31 1.56 1.94
H 1.23 2.89 2.42
H 0.72 1.78 -0.35
H -0.16 2.94 0.55
H -0.70 0.63 2.22
H -1.41 0.66 0.57
H -0.10 -1.41 1.25
H 1.34 -0.39 0.93
H -1.95 -2.92 -2.21
H -0.81 -2.21 -3.18
H -1.78 -1.50 -0.38
H 1.02 -0.94 -1.41
*
```

Mulliken atomic charge list, values in e, 5 entries:
1 C -1.079
2 C -0.636
3 C -0.298
4 C -0.851
5 N -0.412

Model two:
Molecular formula: C6H13N
Method: DFT, the ωB97M-V functional and the def2-TZVPD basis

Output
Lowest unoccupied orbital energy, hartree: 0.013
SMILES string: C/C=N/C.C=CC
M, u: 99.18
Gap between HOMO and LUMO, Ha: 0.300

ORCA input file:
```
! wB97M-V def2-TZVPD RIJCOSX def2/J DEFGRID3
* xyz 0 1
C -1.44 1.67 0.27
C -0.97 0.25 0.44
N -1.23 -0.63 -0.47
C -1.36 -2.00 -0.02
C 1.23 0.54 0.03
C 1.79 -0.83 0.29
C 1.35 1.27 -1.11
H -2.45 1.72 0.72
H -0.81 2.39 0.80
H -1.51 1.92 -0.79
H -0.96 -0.04 1.51
H -0.54 -2.64 -0.37
H -1.42 -2.11 1.08
H -2.28 -2.43 -0.45
H 2.88 -0.84 0.24
H 1.54 -1.10 1.32
H 1.37 -1.52 -0.45
H 1.03 2.28 -1.39
H 1.87 0.77 -1.90
H 1.95 1.32 0.41
*
```

Mulliken atomic charge list, values in e, 5 entries:
1 C -1.290
2 C 0.278
3 N -0.472
4 C -0.764
5 C 0.340

Model three:
Molecular formula: C6H13N
Method: DFT, the ωB97M-V functional and the def2-TZVPD basis

Output
Lowest unoccupied orbital energy, hartree: 0.040
SMILES string: CCN1CCCC1
M, u: 99.18
Gap between HOMO and LUMO, Ha: 0.320

ORCA input file:
```
! wB97M-V def2-TZVPD RIJCOSX def2/J DEFGRID3
* xyz 0 1
C 1.61 2.04 -0.71
C 1.20 1.14 0.52
N 0.03 0.40 0.39
C 0.43 -1.11 0.56
C -0.79 -1.93 0.20
C -1.40 -0.97 -0.82
C -1.38 0.32 -0.03
H 2.66 1.80 -0.78
H 1.47 3.18 -0.59
H 1.05 1.76 -1.60
H 2.09 0.48 0.72
H 1.24 1.70 1.40
H 1.00 -1.37 1.52
H 1.26 -1.49 -0.12
H -0.49 -2.91 -0.20
H -1.29 -2.04 1.10
H -2.44 -1.46 -0.86
H -0.98 -0.86 -1.85
H -1.75 1.21 -0.57
H -2.12 0.28 0.84
*
```

Mulliken atomic charge list, values in e, 5 entries:
1 C -0.967
2 C -0.619
3 N 0.099
4 C -0.821
5 C -0.726

Short version: model one is the most stable of them.

Model one:
Molecular formula: C6H13N
Method: DFT, the ωB97M-V functional and the def2-TZVPD basis

Output
Lowest unoccupied orbital energy, hartree: 0.042
SMILES string: CC/C=C/NCC
M, u: 99.18
Gap between HOMO and LUMO, Ha: 0.317

ORCA input file:
```
! wB97M-V def2-TZVPD RIJCOSX def2/J DEFGRID3
* xyz 0 1
C 2.34 1.49 -0.45
C 1.05 2.20 -0.93
C -0.17 1.29 -0.94
C -0.58 0.55 0.08
N -1.60 -0.40 0.05
C -1.67 -1.43 1.10
C -0.88 -2.68 0.72
H 2.74 1.96 0.45
H 3.14 1.40 -1.18
H 2.08 0.47 -0.17
H 0.81 3.03 -0.26
H 1.21 2.80 -1.83
H -0.72 1.31 -1.88
H -0.08 0.47 1.04
H -1.95 -0.69 -0.85
H -2.71 -1.68 1.26
H -1.19 -0.96 1.95
H -0.30 -3.04 1.58
H -1.38 -3.56 0.33
H -0.14 -2.52 -0.08
*
```

Mulliken atomic charge list, values in e, 5 entries:
1 C -0.977
2 C -0.504
3 C -0.508
4 C -0.074
5 N -0.317

Model two:
Molecular formula: C6H13N
Method: DFT, the ωB97M-V functional and the def2-TZVPD basis

Output
Lowest unoccupied orbital energy (alpha / beta), hartree: 0.020 / 0.002
M, u: 99.18
Gap between HOMO and LUMO (alpha / beta), Ha: 0.310 / 0.249

ORCA input file:
```
! wB97M-V def2-TZVPD RIJCOSX def2/J DEFGRID3
* xyz 0 1
C -1.38 1.67 0.23
C -0.77 0.29 0.42
N -1.17 -0.65 -0.45
C -1.32 -1.98 0.07
C 0.93 0.42 0.00
C 1.69 -0.88 0.16
C 1.37 1.28 -1.02
H -2.39 1.65 0.66
H -0.82 2.46 0.74
H -1.48 1.90 -0.83
H -0.74 0.01 1.49
H -0.51 -2.67 -0.25
H -1.37 -2.04 1.17
H -2.25 -2.42 -0.33
H 2.78 -0.75 0.11
H 1.45 -1.33 1.13
H 1.40 -1.58 -0.63
H 0.93 2.27 -1.15
H 2.09 0.97 -1.78
H 1.59 1.37 0.40
*
```

Mulliken atomic charge list, values in e, 5 entries:
1 C -1.589
2 C 0.730
3 N -0.605
4 C -0.795
5 C 0.631

Short version: model one is the most stable of them.

Model one:
Molecular formula: C6H13N
Method: DFT, the ωB97M-V functional and the def2-TZVPD basis

Output
Lowest unoccupied orbital energy, hartree: 0.033
SMILES string: C=C(C)CCCN
M, u: 99.18
Gap between HOMO and LUMO, Ha: 0.369

ORCA input file:
```
! wB97M-V def2-TZVPD RIJCOSX def2/J DEFGRID3
* xyz 0 1
C -1.88 -0.32 1.58
C -1.07 -0.20 0.17
C 0.41 0.21 0.23
C 1.86 1.83 -0.86
C 1.02 0.77 -1.07
C 1.21 -0.28 -2.25
N -1.42 -1.28 2.54
H -2.89 -0.51 1.19
H -1.72 0.78 1.97
H -1.53 0.62 -0.23
H -1.19 -0.95 -0.61
H 0.71 0.94 0.93
H 0.92 -0.59 0.70
H 2.12 2.19 0.16
H 2.26 2.27 -1.79
H 1.95 -0.97 -1.93
H 0.37 -1.06 -2.23
H 1.40 0.23 -3.19
H -0.54 -1.59 2.28
H -1.99 -2.09 2.40
*
```

Mulliken atomic charge list, values in e, 5 entries:
1 C -0.496
2 C -0.806
3 C -0.871
4 C -0.808
5 C 0.563

Model two:
Molecular formula: C6H13N
Method: DFT, the ωB97M-V functional and the def2-TZVPD basis

Output
Lowest unoccupied orbital energy, hartree: 0.039
SMILES string: C/C=C(\C)CCN
M, u: 99.18
Gap between HOMO and LUMO, Ha: 0.366

ORCA input file:
```
! wB97M-V def2-TZVPD RIJCOSX def2/J DEFGRID3
* xyz 0 1
C -1.96 -0.19 -0.23
C -0.79 0.58 -0.69
C 0.56 0.10 -0.04
C 1.46 -0.65 -0.67
C 2.91 -0.59 -0.12
C 0.72 0.28 1.45
N -3.29 0.30 -0.67
H -2.01 0.04 0.83
H -1.86 -1.27 -0.53
H -0.62 0.60 -1.83
H -0.90 1.64 -0.19
H 1.39 -0.82 -1.82
H 3.05 0.22 0.65
H 3.59 -0.25 -0.92
H 3.28 -1.41 0.45
H 0.71 1.34 1.65
H 1.65 0.06 2.05
H -0.17 -0.06 2.00
H -3.82 -0.12 -1.45
H -3.89 0.18 0.07
*
```

Mulliken atomic charge list, values in e, 5 entries:
1 C -0.219
2 C -0.742
3 C 0.596
4 C -0.201
5 C -1.053

Model three:
Molecular formula: C6H13N
Method: DFT, the ωB97M-V functional and the def2-TZVPD basis

Output
Lowest unoccupied orbital energy, hartree: 0.035
M, u: 99.18
Gap between HOMO and LUMO, Ha: 0.328

ORCA input file:
```
! wB97M-V def2-TZVPD RIJCOSX def2/J DEFGRID3
* xyz 0 1
C 3.29 -0.08 0.73
C 0.60 -0.92 -0.90
C 0.44 0.54 -1.21
N -0.89 0.11 -0.81
C -2.04 1.01 -0.85
C -1.46 0.55 0.44
C -2.10 -0.50 1.30
H 3.18 0.95 1.07
H 3.74 -0.08 -0.27
H 3.95 -0.63 1.42
H 0.63 -1.44 -1.87
H 2.32 -0.58 0.68
H 0.44 0.88 -2.25
H 0.91 1.26 -0.53
H -2.99 0.62 -1.20
H -1.83 2.04 -1.16
H -0.86 1.28 0.98
H -2.74 -0.05 2.07
H -2.71 -1.18 0.69
H -1.32 -1.09 1.79
*
```

Mulliken atomic charge list, values in e, 5 entries:
1 C -0.931
2 C -0.611
3 C -0.491
4 N 0.121
5 C -0.265

Model four:
Molecular formula: C6H13N
Method: DFT, the ωB97M-V functional and the def2-TZVPD basis

Output
Lowest unoccupied orbital energy, hartree: 0.037
SMILES string: C/C=C/CCCN
M, u: 99.18
Gap between HOMO and LUMO, Ha: 0.365

ORCA input file:
```
! wB97M-V def2-TZVPD RIJCOSX def2/J DEFGRID3
* xyz 0 1
C -1.35 -0.74 0.55
C -1.49 -0.18 -0.89
C -0.10 -0.02 -1.55
C 2.01 1.47 1.45
C 1.12 1.25 0.26
C 1.11 0.22 -0.61
N -1.00 -2.14 0.46
H -2.30 -0.60 1.08
H -0.70 -0.19 1.21
H -2.05 0.79 -0.99
H -2.09 -0.83 -1.59
H -0.09 0.76 -2.28
H 0.21 -0.93 -2.15
H 3.06 1.72 1.23
H 1.87 0.60 2.10
H 1.70 2.32 2.17
H 0.12 1.59 0.48
H 2.12 -0.12 -0.91
H -1.86 -2.65 0.21
H -0.29 -2.31 -0.23
*
```

Mulliken atomic charge list, values in e, 5 entries:
1 C -0.491
2 C -0.485
3 C -0.754
4 C -1.136
5 C -0.304

Short version: model four is the most stable of them.